Below is a structure of composition C18H23ClFN8O9Ru, with properties calculated with ωB97M-V/def2-TZVPD.

Computed properties:
HOMO (alpha / beta), eV: -13.99 / -14.00
Charge: +2
Lowest unoccupied orbital energy (alpha / beta), Eh: -0.204 / -0.237
<S²>: 0.75
Energy above the lowest of the compared OMol25 structures with the same formula, charge and spin, eV: 0.0000
Spin multiplicity: 2
Kohn-Sham gap (alpha / beta), eV: 8.43 / 7.55

```
61
Properties=species:S:1:pos:R:3:forces:R:3:mulliken_charge:R:1
Ru 0.515 0.288 1.258 0.0 0.2 0.3 0.42
F 6.298 -2.279 -0.913 0.0 0.0 0.0 -0.32
C 5.988 -0.987 -0.713 0.0 0.0 0.0 0.19
C 4.686 -0.663 -0.492 0.0 0.1 0.0 -0.69
C 4.339 0.669 -0.223 0.0 0.0 0.0 0.92
C 2.965 1.017 0.039 0.1 0.1 0.0 2.09
O 2.082 0.092 0.006 -0.1 -0.1 0.1 -1.07
C 2.678 2.371 0.309 -0.1 -0.1 0.0 -0.42
C 3.713 3.276 0.312 0.1 0.0 0.0 -0.69
N 4.994 2.957 0.114 -0.1 0.0 0.0 0.22
C 6.005 4.003 0.133 0.0 0.0 0.0 -0.34
C 6.996 4.026 1.260 0.0 0.0 0.0 -0.38
C 5.923 5.069 1.178 0.0 0.0 0.0 -0.97
C 5.345 1.643 -0.177 0.0 -0.1 0.0 -0.36
C 6.673 1.288 -0.440 0.0 0.0 0.0 -0.61
C 7.023 -0.027 -0.707 0.0 0.0 0.0 -1.21
N 8.364 -0.355 -0.960 0.0 0.0 0.0 0.25
C 8.754 -1.619 -1.582 0.0 0.0 0.0 -0.71
C 10.226 -1.525 -2.001 0.0 0.0 0.0 -0.78
N 10.553 -0.088 -2.292 0.0 0.0 0.0 -0.14
C 10.527 0.740 -1.026 0.0 0.0 -0.1 -0.74
C 9.420 0.190 -0.124 0.0 0.0 0.1 -0.77
C 1.288 2.946 0.473 0.2 0.1 0.1 0.57
O 1.132 4.138 0.497 0.0 0.0 0.0 -0.61
O 0.291 2.080 0.543 -0.1 -0.1 -0.1 -0.49
H 3.927 -1.432 -0.474 0.0 0.0 0.0 0.63
H 3.492 4.323 0.472 0.0 0.0 0.0 0.79
H 6.336 4.281 -0.860 0.0 0.0 0.0 0.43
H 8.014 4.309 1.031 0.0 0.0 0.0 0.31
H 6.884 3.273 2.029 0.0 0.0 0.0 0.23
H 6.187 6.071 0.874 0.0 0.0 0.0 0.27
H 5.128 5.011 1.908 0.0 0.0 0.0 0.36
H 7.432 2.056 -0.451 0.0 0.0 0.0 0.92
H 8.130 -1.794 -2.456 0.0 0.0 0.0 0.52
H 8.651 -2.482 -0.919 0.0 0.0 0.0 0.40
H 10.427 -2.115 -2.891 0.0 0.0 0.0 0.40
H 10.911 -1.837 -1.215 0.0 0.0 0.0 0.37
H 9.855 0.281 -2.940 0.0 0.0 0.0 0.38
H 11.461 -0.007 -2.749 0.0 0.0 0.0 0.35
H 10.345 1.769 -1.329 0.0 0.0 0.0 0.43
H 11.512 0.669 -0.568 0.0 0.0 0.0 0.38
H 9.043 0.985 0.514 0.0 0.0 0.0 0.55
H 9.818 -0.583 0.544 0.0 0.0 0.0 0.31
N -0.932 -0.432 0.058 0.1 -0.1 0.0 -0.14
N -2.150 -0.495 0.778 0.0 0.0 0.0 -0.32
C -2.199 -0.036 2.049 -0.1 0.0 0.1 0.89
N -3.309 -0.145 2.742 -0.1 0.0 0.0 -0.33
N -1.054 0.519 2.464 0.1 -0.4 -0.3 0.06
N -0.840 1.008 3.746 -0.4 0.7 -0.4 1.06
O 0.294 1.383 3.909 0.3 -0.2 0.3 -0.60
O -1.769 1.109 4.510 0.1 -0.2 0.2 -0.70
H -1.049 0.163 -0.761 0.0 0.0 0.0 0.37
H -0.628 -1.380 -0.207 0.0 0.0 0.0 0.40
H -2.923 -0.980 0.350 0.0 0.0 0.0 0.19
H -4.131 -0.583 2.359 0.0 0.0 0.0 0.18
H -3.319 0.216 3.687 0.0 0.0 0.0 0.21
O 0.512 -1.615 2.152 0.2 0.1 -0.1 -0.65
Cl 1.347 -2.686 1.450 0.0 -0.1 0.1 1.90
O 1.133 -3.902 2.122 -0.1 0.1 0.2 -0.62
O 2.696 -2.246 1.494 0.2 -0.1 0.0 -0.57
O 0.845 -2.722 0.104 -0.1 0.1 -0.4 -0.71
```
Positions in Å, forces in eV/Å.

---

Below is the molecule C18H23ClN2O6, with properties calculated with ωB97M-V/def2-TZVPD.

Computed properties:
HOMO, eV: -8.31
Lowest unoccupied orbital energy, Eh: 0.019
SMILES string: CCOCCOC(=O)C1=C(C)N(C)C(=O)N[C@H]1c1cc(Cl)c(O)c(OC)c1
Energy above the lowest of the compared OMol25 structures with the same formula, charge and spin, eV: 0.2702
Spin multiplicity: 1
Kohn-Sham gap, eV: 8.81

```
50
Properties=species:S:1:pos:R:3:forces:R:3:mulliken_charge:R:1
C 4.113 -2.139 1.090 -0.1 0.5 0.0 -0.92
C 4.067 -0.655 1.413 0.1 -0.1 0.1 -0.36
O 3.181 -0.023 0.517 -0.1 -0.1 -0.1 -0.18
C 3.084 1.363 0.716 -0.2 0.2 -0.2 -0.64
C 2.280 1.982 -0.416 0.6 0.0 0.0 -0.62
O 0.900 1.724 -0.207 -0.3 -0.1 0.1 -0.04
C 0.080 2.130 -1.203 0.2 0.3 -0.4 0.59
O 0.509 2.736 -2.162 0.2 -0.1 0.1 -0.71
C -1.300 1.735 -0.939 -0.5 -0.1 0.3 0.01
C -2.338 1.942 -1.792 0.7 0.1 0.2 0.31
C -2.200 2.657 -3.095 0.2 0.1 -0.1 -1.93
N -3.601 1.487 -1.491 0.0 -0.1 0.0 0.01
C -4.692 1.616 -2.434 -0.4 0.0 -0.2 -1.14
C -3.929 0.955 -0.243 0.0 0.1 0.2 0.44
O -5.064 0.630 0.037 -0.3 -0.2 0.1 -0.69
N -2.919 0.896 0.651 0.2 0.1 0.3 -0.14
C -1.504 0.962 0.342 0.1 -0.1 -0.1 -0.25
C -0.912 -0.434 0.246 0.0 -0.2 0.0 -0.40
C -1.039 -1.169 -0.920 0.1 0.0 0.2 -0.59
C -0.518 -2.451 -0.990 0.1 -0.1 0.3 -0.45
Cl -0.664 -3.365 -2.441 0.0 -0.1 -0.2 -0.23
C 0.128 -3.022 0.099 0.0 0.2 0.2 0.46
O 0.634 -4.275 0.022 0.0 0.0 0.0 -0.68
C 0.239 -2.272 1.282 0.0 -0.2 -0.1 0.79
O 0.886 -2.930 2.302 -0.2 -0.1 -0.6 -0.53
C 1.032 -2.265 3.533 0.1 0.1 0.3 -0.81
C -0.278 -0.993 1.349 0.0 -0.1 0.0 0.49
H 3.127 -2.576 1.208 -0.1 -0.1 0.0 0.03
H 4.430 -2.280 0.061 0.1 -0.1 -0.1 0.32
H 4.811 -2.643 1.754 0.1 -0.1 0.1 0.40
H 3.732 -0.496 2.452 0.0 0.0 -0.1 0.25
H 5.071 -0.211 1.318 -0.1 0.0 0.0 0.39
H 2.597 1.582 1.680 0.1 0.0 0.0 0.26
H 4.088 1.816 0.725 -0.1 0.0 0.0 0.48
H 2.588 1.547 -1.372 0.0 0.1 0.1 0.35
H 2.444 3.065 -0.454 0.0 -0.2 0.0 0.37
H -2.863 3.519 -3.125 -0.1 0.0 0.0 0.40
H -2.463 1.997 -3.919 -0.1 0.0 -0.1 0.45
H -1.177 2.991 -3.225 -0.1 0.0 0.0 0.34
H -4.907 2.662 -2.654 0.0 0.0 0.0 0.31
H -4.468 1.088 -3.361 0.0 0.0 0.0 0.33
H -5.568 1.166 -1.968 0.1 0.1 -0.1 0.42
H -3.168 0.448 1.521 -0.1 0.0 -0.2 0.29
H -1.011 1.489 1.169 -0.1 -0.1 -0.2 0.64
H -1.530 -0.752 -1.784 0.0 0.0 -0.1 0.53
H 1.030 -4.492 0.878 0.0 0.1 0.0 0.35
H 0.060 -2.042 3.983 0.0 0.0 0.0 0.36
H 1.581 -2.951 4.175 0.0 0.1 0.0 0.26
H 1.603 -1.339 3.418 0.0 0.0 0.0 0.23
H -0.184 -0.409 2.250 0.1 0.1 0.1 0.47
```
Positions in Å, forces in eV/Å.

---

Below is the ion C18H23ClN3O3S with charge +1 at a distorted geometry, with properties calculated with ωB97M-V/def2-TZVPD.

Computed properties:
HOMO, eV: -11.81
Charge: +1
Lowest unoccupied orbital energy, Eh: -0.102
SMILES string: COc1cccc(N/C(C)=[N+](\C)CCNS(=O)(=O)c2ccc(Cl)cc2)c1
Energy above the lowest of the compared OMol25 structures with the same formula, charge and spin, eV: 1.2614
Spin multiplicity: 1
Kohn-Sham gap, eV: 9.02

```
49
Properties=species:S:1:pos:R:3:forces:R:3:mulliken_charge:R:1
C -3.409 2.409 -0.154 -0.6 -0.7 0.7 -0.87
O -2.257 1.555 -0.291 -0.4 -0.5 0.2 -0.36
C -2.558 0.251 -0.609 -1.0 0.2 -0.5 0.35
C -3.724 -0.113 -1.311 0.4 -0.5 0.3 -0.33
C -3.933 -1.451 -1.626 0.6 -0.2 0.1 -0.75
C -2.955 -2.434 -1.333 -1.4 0.7 -0.2 -0.45
C -1.835 -2.061 -0.614 -1.2 -0.4 -0.7 -0.63
N -0.940 -3.092 -0.189 2.4 0.3 0.2 -0.02
C 0.455 -2.997 -0.283 -2.4 0.2 0.2 1.14
C 1.157 -3.692 0.847 1.0 0.0 -1.3 -1.64
N 1.083 -2.365 -1.283 -0.7 -0.6 1.2 0.24
C 0.459 -2.052 -2.592 -0.3 0.8 1.0 -1.08
C 2.469 -1.879 -1.073 0.3 -1.0 0.1 -0.87
C 2.656 -0.387 -1.278 0.1 -0.5 -1.4 -1.33
N 1.799 0.465 -0.469 -0.4 0.4 0.6 -0.10
S 2.117 0.463 1.180 1.5 -2.6 1.3 1.49
O 1.275 -0.582 1.777 0.2 1.5 -0.8 -0.65
O 3.557 0.184 1.339 -1.9 1.3 -0.1 -0.70
C 1.616 2.106 1.724 0.4 -0.1 0.0 -0.46
C 2.574 2.981 2.227 1.8 0.8 -0.1 -0.22
C 2.260 4.303 2.578 -1.5 0.1 0.1 -0.66
C 0.903 4.703 2.432 0.6 0.6 0.5 0.27
Cl 0.409 6.402 2.810 0.6 -1.7 -0.3 -0.19
C -0.074 3.791 2.049 -0.5 -0.1 -0.2 -0.76
C 0.282 2.487 1.691 -0.1 -0.1 0.2 0.21
C -1.688 -0.754 -0.222 1.7 1.1 0.2 0.61
H -4.197 1.867 0.436 0.6 0.5 -0.5 0.43
H -3.824 2.677 -1.124 0.1 0.1 -0.1 0.32
H -3.123 3.304 0.401 0.2 -0.2 -0.2 0.18
H -4.490 0.589 -1.600 0.1 0.2 0.1 0.39
H -4.886 -1.683 -2.111 0.5 -0.3 0.1 0.38
H -3.138 -3.463 -1.599 0.1 -0.1 0.0 0.49
H -1.304 -3.605 0.628 0.7 0.2 -0.7 0.32
H 2.065 -4.165 0.453 -0.2 0.1 0.3 0.40
H 0.537 -4.450 1.288 -0.4 -0.3 0.1 0.48
H 1.428 -2.983 1.608 0.1 0.5 0.4 0.36
H -0.517 -2.520 -2.683 0.1 0.1 0.2 0.43
H 0.362 -0.953 -2.664 -0.1 -0.6 -0.2 0.35
H 1.088 -2.444 -3.371 0.5 -0.1 -0.3 0.37
H 3.134 -2.459 -1.744 -0.3 0.6 0.1 0.35
H 2.820 -2.133 -0.068 -0.4 0.0 -0.1 0.57
H 3.715 -0.214 -1.150 0.4 0.2 0.4 0.48
H 2.481 -0.149 -2.342 -0.2 0.1 0.5 0.57
H 1.896 1.428 -0.740 -0.1 0.4 -0.5 0.35
H 3.653 2.714 2.297 -1.1 -0.2 -0.1 0.38
H 2.977 5.018 3.016 -0.3 -0.7 -0.5 0.40
H -1.133 4.091 2.026 0.7 -0.1 0.0 0.36
H -0.468 1.745 1.436 -0.1 0.3 -0.1 0.35
H -0.772 -0.450 0.280 -0.1 -0.1 0.2 0.05
```
Positions in Å, forces in eV/Å.

---

Below is the molecule C18H23ClN4O, with properties calculated with ωB97M-V/def2-TZVPD.

Computed properties:
HOMO, eV: -8.01
Lowest unoccupied orbital energy, Eh: 0.017
SMILES string: CCCCNC(=O)N1CCN(c2ccnc3cc(Cl)ccc23)CC1
Energy above the lowest of the compared OMol25 structures with the same formula, charge and spin, eV: 0.0000
Spin multiplicity: 1
Kohn-Sham gap, eV: 8.46

```
47
Properties=species:S:1:pos:R:3:forces:R:3:mulliken_charge:R:1
C 2.810 0.547 3.250 0.1 0.3 0.0 -0.92
C 2.407 2.015 3.334 -0.2 -0.1 0.1 -0.37
C 0.904 2.260 3.181 0.3 0.0 -0.2 -0.95
C 0.343 1.828 1.826 -0.1 0.2 -0.1 -0.39
N -0.060 0.436 1.816 0.2 0.0 0.3 0.04
C -1.209 0.052 1.209 0.1 -0.3 0.4 0.61
O -1.940 0.833 0.631 -0.2 0.2 -0.3 -0.69
N -1.543 -1.296 1.328 -0.2 0.0 0.0 0.01
C -0.557 -2.358 1.345 0.1 -0.1 0.1 -0.62
C -0.402 -2.928 -0.092 0.1 0.0 0.0 -0.99
N -0.837 -1.968 -1.082 0.1 -0.2 -0.2 0.06
C 0.012 -0.949 -1.460 0.5 0.1 0.0 1.09
C 1.225 -0.700 -0.833 -0.3 -0.3 -0.1 -0.10
C 1.967 0.427 -1.186 0.0 0.2 -0.1 -0.70
N 1.614 1.298 -2.091 0.5 0.4 0.1 -0.71
C 0.511 1.024 -2.813 -0.5 -0.5 0.0 -0.12
C 0.192 1.906 -3.867 -0.3 0.0 -0.2 -0.62
C -0.846 1.618 -4.707 0.4 0.1 0.3 0.36
Cl -1.235 2.687 -6.008 0.0 0.1 -0.2 -0.22
C -1.587 0.437 -4.562 -0.1 -0.2 0.1 -0.89
C -1.318 -0.407 -3.518 -0.1 0.0 -0.2 -0.26
C -0.304 -0.120 -2.584 0.3 0.4 0.0 0.13
C -2.267 -1.715 -0.973 -0.4 0.1 0.0 -0.98
C -2.681 -1.689 0.517 -0.1 0.2 -0.1 -1.08
H 3.873 0.440 3.455 0.1 -0.1 0.0 0.39
H 2.266 -0.047 3.983 -0.1 -0.1 0.1 0.31
H 2.621 0.151 2.254 0.0 -0.1 -0.1 0.06
H 2.722 2.412 4.302 0.1 0.1 0.0 0.37
H 2.936 2.574 2.560 0.0 0.1 0.0 0.29
H 0.723 3.329 3.302 -0.1 0.0 0.0 0.32
H 0.359 1.744 3.975 -0.1 0.0 0.1 0.35
H 1.088 1.997 1.038 -0.1 0.1 0.0 0.12
H -0.547 2.408 1.570 0.2 -0.1 0.0 0.39
H 0.405 -0.175 2.463 -0.1 -0.1 -0.1 0.22
H 0.397 -1.987 1.716 0.0 0.0 0.0 0.15
H -0.903 -3.144 2.025 0.1 0.0 -0.1 0.45
H -1.036 -3.811 -0.212 0.1 0.0 0.0 0.39
H 0.627 -3.225 -0.293 -0.1 -0.1 0.0 0.51
H 1.594 -1.322 -0.035 0.0 0.0 0.1 0.26
H 2.890 0.644 -0.660 0.1 -0.1 0.1 0.44
H 0.806 2.782 -3.997 0.0 0.1 0.0 0.51
H -2.356 0.199 -5.279 -0.1 0.0 -0.1 0.42
H -1.860 -1.337 -3.447 -0.1 0.0 0.0 0.53
H -2.824 -2.494 -1.507 0.0 0.1 0.0 0.40
H -2.489 -0.741 -1.404 0.0 -0.2 0.0 0.66
H -3.478 -0.963 0.664 0.0 -0.2 0.0 0.42
H -3.015 -2.669 0.865 0.0 0.0 0.0 0.35
```
Positions in Å, forces in eV/Å.

---

Below is a cluster of 2 separate species, C18H23F2Si in total at a distorted geometry, with properties calculated with ωB97M-V/def2-TZVPD.

Computed properties:
HOMO, eV: -11.61
Charge: +1
Lowest unoccupied orbital energy, Eh: -0.192
Energy above the lowest of the compared OMol25 structures with the same formula, charge and spin, eV: 0.1164
Spin multiplicity: 1
Kohn-Sham gap, eV: 6.38

```
44
Properties=species:S:1:pos:R:3:forces:R:3:mulliken_charge:R:1
C -0.709 -1.609 3.330 0.0 -0.1 -0.2 -1.15
C -2.029 -1.257 2.590 0.0 0.3 0.1 -0.51
Si -2.075 -1.467 0.720 0.5 -0.4 -0.4 0.52
C -0.993 -2.810 -0.100 -0.1 0.5 0.1 -1.06
C -3.289 -0.516 -0.364 0.2 0.2 0.0 -0.50
C -3.685 0.898 0.140 0.0 0.0 0.1 -1.09
H 0.348 0.895 0.349 -0.8 0.0 0.7 0.00
H -0.839 -1.606 4.421 -0.2 0.0 -0.4 0.38
H -0.339 -2.597 3.046 0.0 0.1 0.1 0.32
H 0.073 -0.874 3.109 -0.1 -0.2 -0.1 0.28
H -2.871 -1.879 2.962 0.3 0.1 -0.2 0.51
H -2.311 -0.229 2.878 -0.1 -0.3 -0.4 0.38
H -1.532 -3.780 -0.094 0.2 0.4 0.1 0.42
H -0.756 -2.574 -1.151 -0.4 0.1 0.3 0.36
H -0.013 -2.950 0.387 -0.5 0.1 0.2 0.36
H -2.913 -0.414 -1.400 0.1 -0.4 0.5 0.40
H -4.170 -1.189 -0.454 0.3 0.2 0.2 0.45
H -4.573 1.282 -0.383 0.3 -0.3 0.1 0.37
H -3.900 0.892 1.213 -0.1 0.1 -0.1 0.33
H -2.874 1.616 -0.044 -0.1 -0.2 0.1 0.26
F 3.999 -2.646 -0.632 -0.4 1.1 0.8 -0.32
C 3.620 -1.541 0.104 0.1 -0.3 -0.4 0.19
C 4.158 -1.342 1.370 0.0 0.0 0.2 -0.61
C 3.763 -0.213 2.109 -0.2 -0.3 -0.5 -0.57
C 2.831 0.660 1.565 0.5 0.0 -0.2 -0.84
C 2.339 0.469 0.272 -0.4 -0.4 0.0 1.14
C 1.200 1.403 -0.068 0.6 0.0 -0.7 -0.69
C 0.739 1.716 -1.474 -0.4 -0.2 0.3 1.10
C 0.017 2.911 -1.553 0.5 0.0 -0.2 -0.83
C -0.617 3.286 -2.724 0.1 -0.6 -0.5 -0.54
C -0.584 2.419 -3.838 0.2 -0.1 0.6 -0.65
C 0.100 1.206 -3.716 -0.2 0.0 -0.7 0.18
F 0.145 0.353 -4.800 -0.1 0.8 1.1 -0.32
C 0.748 0.817 -2.548 0.0 0.4 -0.1 -0.60
C 2.701 -0.660 -0.477 0.5 0.1 0.7 -0.69
H 4.870 -2.060 1.778 -0.2 0.2 -0.2 0.46
H 4.167 0.004 3.094 0.0 -0.3 -0.2 0.43
H 2.497 1.555 2.094 0.2 -0.3 0.1 0.40
H 1.348 2.351 0.475 -0.2 -0.4 -0.2 0.44
H 0.026 3.551 -0.668 -0.2 0.0 -0.4 0.38
H -1.121 4.247 -2.765 0.0 -0.2 -0.2 0.42
H -1.082 2.675 -4.764 0.1 0.0 0.0 0.48
H 1.260 -0.143 -2.515 -0.4 0.5 -0.3 0.52
H 2.325 -0.852 -1.474 0.3 -0.1 0.4 0.52
```
Positions in Å, forces in eV/Å.

---

Below is a cluster of 2 separate species, C18H23F6N4O3P in total at a distorted geometry, with properties calculated with ωB97M-V/def2-TZVPD.

Computed properties:
HOMO, eV: -8.40
Lowest unoccupied orbital energy, Eh: -0.134
Spin multiplicity: 1
Kohn-Sham gap, eV: 4.76

```
55
Properties=species:S:1:pos:R:3:forces:R:3:mulliken_charge:R:1
C -0.121 -4.409 -3.754 2.3 8.8 5.4 -0.60
C 0.100 -3.225 -2.988 -0.9 -7.7 -4.9 -0.56
C 0.593 -1.985 -1.979 -0.1 -2.1 -0.9 0.25
C 0.894 -0.558 -2.737 -1.2 0.5 4.5 0.11
N 0.697 0.379 -1.716 1.2 -0.6 -3.7 0.54
C 0.810 1.875 -1.911 1.0 5.2 -0.2 -0.06
C 2.009 2.784 -1.178 -4.4 2.1 -3.3 -0.21
C 1.829 4.394 -1.543 -1.2 -1.6 -0.4 -0.35
C 0.667 5.047 -2.474 0.4 -4.4 0.8 -0.15
N -0.353 4.173 -3.120 4.1 -2.1 3.6 -0.44
C -0.254 2.718 -2.812 1.3 -0.1 0.8 -0.22
C 0.303 -0.153 -0.357 -0.3 -1.0 1.9 -0.20
C 1.440 -0.441 0.788 -0.3 -0.3 1.2 -0.83
O 2.832 -0.272 0.345 -3.3 0.0 -1.9 -0.10
N 3.536 -0.156 1.513 2.7 -4.2 4.0 -0.03
O 3.769 -1.258 1.988 -0.9 4.3 -1.8 -0.16
C -0.341 -1.625 -0.681 -2.0 1.8 -1.2 -0.25
C -1.943 -1.220 -0.940 0.7 0.3 -0.1 -0.26
C -2.624 -1.153 0.566 0.9 -1.5 -0.4 -0.68
N -4.101 -0.853 0.575 0.2 1.8 -1.0 0.21
C -4.594 -0.264 1.871 -0.5 0.3 1.5 -0.43
C -3.951 1.184 2.285 0.4 -0.1 1.8 -0.79
C -4.577 -0.113 -0.649 -4.6 -2.9 -4.2 0.36
C -4.197 1.415 -1.098 -0.3 0.5 0.2 -0.72
O -5.452 -0.777 -1.454 5.6 4.2 5.1 -0.56
H -0.101 -5.334 -4.483 -0.2 2.4 1.9 0.37
H 1.586 -2.416 -1.496 -1.7 1.1 -1.3 0.43
H 1.197 -0.371 -3.859 -0.7 -0.1 2.6 0.39
H 2.842 2.338 -0.489 -1.7 1.0 -1.5 0.38
H 2.607 5.147 -1.050 -1.8 -1.9 -1.2 0.29
H 0.593 6.222 -2.671 0.2 -3.0 0.5 0.32
H -1.103 2.044 -3.315 2.0 1.8 1.2 0.28
H -0.451 0.654 0.099 1.6 -2.0 -1.2 0.40
H 1.305 -1.558 1.185 0.3 2.4 -1.0 0.41
H 1.248 0.246 1.741 0.4 -1.2 -2.1 0.43
H -0.396 -2.447 0.150 0.9 1.7 -1.6 0.62
H -1.895 -0.128 -1.417 -0.5 -2.5 0.8 -0.06
H -2.481 -1.964 -1.667 0.9 1.4 1.5 0.32
H -2.503 -2.254 1.012 -0.3 2.3 -0.8 0.22
H -1.962 -0.463 1.241 -1.3 -0.9 -1.1 0.29
H -4.332 -1.037 2.740 -0.5 1.6 -2.1 0.28
H -5.778 -0.143 1.924 2.6 -0.5 -0.7 0.35
H -3.217 1.650 1.501 -1.7 -0.8 1.3 0.20
H -3.295 0.989 3.263 -1.3 0.6 -2.1 0.28
H -4.800 1.941 2.647 2.0 -1.6 -1.2 0.25
H -4.454 1.617 -2.241 0.6 -0.9 2.5 0.28
H -4.854 2.207 -0.494 1.4 -1.9 -1.1 0.26
H -3.075 1.678 -0.889 -2.1 -0.6 -0.3 0.14
F 6.323 -3.426 3.404 1.7 -4.3 -3.5 -0.33
P 6.621 -2.018 4.003 0.5 -0.2 0.4 0.95
F 7.572 -1.767 2.794 4.8 -1.5 -2.9 -0.33
F 5.129 -2.315 4.339 -4.9 1.5 3.0 -0.31
F 6.153 -0.675 3.367 -4.1 4.3 -0.4 -0.33
F 7.832 -2.656 4.750 3.8 -4.3 0.2 -0.32
F 6.721 -1.271 5.367 -1.8 4.5 3.2 -0.33
```
Positions in Å, forces in eV/Å.

---

> What is the formula in the fifth record?

C18H23F2Si

---

> Which formula does entry 2 have?

C18H23ClN2O6

---

> Number 5 is which compound?

C18H23F2Si